C55H54FN10O3RbS3 as an isolated structure. Source: the OMol25 dataset; level of theory: ωB97M-V/def2-TZVPD.

Last column: Löwdin charge in e.
Element x y z (Å)
1 Rb 0.01982 0.71444 -0.91422  0.70
2 C -2.74692 -0.24074 0.93850  -0.05
3 C -2.06054 0.50471 2.04363  -0.33
4 N -2.07362 1.78082 1.95617  0.08
5 N -1.43687 2.41603 3.02242  -0.09
6 C -1.30144 3.70543 2.87526  -1.21
7 S -1.78262 4.82571 1.67086  0.40
8 S -0.39403 4.49292 4.18944  0.81
9 C 0.10782 3.12726 5.28480  -0.44
10 C -0.76545 2.92023 6.48880  -0.28
11 C -2.13541 2.69078 6.35096  -0.04
12 C -2.92724 2.48130 7.46528  -0.10
13 C -2.37583 2.50212 8.74059  -0.13
14 C -1.01876 2.73547 8.88874  -0.12
15 C -0.22479 2.94253 7.76820  -0.06
16 C -1.43932 -0.29754 3.14639  -0.13
17 C -2.13794 -0.59618 4.29730  -0.06
18 C -1.57543 -1.35362 5.32422  -0.14
19 C -0.27883 -1.81587 5.16553  -0.14
20 C 0.44368 -1.53681 4.01757  -0.05
21 C -0.09816 -0.76386 2.96054  -0.39
22 O 0.56861 -0.48827 1.88824  -0.23
23 H -3.03498 0.44904 0.14627  0.06
24 H -2.09973 -1.01941 0.53116  0.04
25 H -3.63701 -0.74803 1.32810  0.09
26 H 0.12238 2.22225 4.67507  0.07
27 H 1.12771 3.34224 5.61427  0.06
28 H -2.55012 2.66817 5.35328  0.10
29 H -3.98756 2.29699 7.33828  0.09
30 H -3.00233 2.33841 9.61003  0.08
31 H -0.57367 2.75892 9.87707  0.09
32 H 0.83793 3.12283 7.88842  0.10
33 H -3.14365 -0.20320 4.40780  0.11
34 H -2.12914 -1.55128 6.23307  0.08
35 H 0.18559 -2.39939 5.95583  0.08
36 H 1.46346 -1.89685 3.91051  0.09
37 N 3.09040 0.37380 2.01915  0.17
38 C 3.60946 1.33015 1.26072  -0.44
39 N 4.93328 1.58001 1.36478  0.16
40 C 5.36104 2.56923 0.59682  -0.48
41 N 6.70340 2.86034 0.64843  0.12
42 N 4.61946 3.33711 -0.20290  0.16
43 C 3.33093 2.97932 -0.24581  -0.27
44 N 2.78399 1.97157 0.40467  0.18
45 C 2.42140 3.85319 -1.04755  -0.21
46 C 2.85733 5.09016 -1.51069  -0.02
47 C 1.93216 5.91729 -2.12587  -0.07
48 C 0.62146 5.48675 -2.24971  -0.05
49 C 0.29439 4.22229 -1.77849  -0.12
50 N 1.17859 3.42044 -1.20622  0.08
51 H 3.71125 -0.06851 2.67261  0.10
52 H 2.09254 0.06412 1.93908  0.04
53 H 7.28165 2.11255 0.99159  0.08
54 H 7.04933 3.37445 -0.14352  0.08
55 H 3.88660 5.38150 -1.36733  0.10
56 H 2.22839 6.89551 -2.48466  0.10
57 H -0.14263 6.11237 -2.69215  0.10
58 H -0.71811 3.84143 -1.84424  0.09
59 N -2.21336 -1.33046 -2.56529  0.23
60 C -2.75968 -2.10543 -1.91541  -0.15
61 C -3.44020 -3.06749 -1.09757  -0.21
62 C -4.74481 -3.44937 -1.41064  -0.03
63 C -5.39713 -4.36040 -0.59763  -0.09
64 C -4.75245 -4.88430 0.51564  -0.09
65 C -3.45221 -4.50408 0.82261  -0.06
66 C -2.78777 -3.59539 0.01802  -0.03
67 H -5.23521 -3.02807 -2.27695  0.12
68 H -6.41268 -4.65468 -0.82872  0.10
69 H -5.27078 -5.58833 1.15542  0.10
70 H -2.95155 -4.90001 1.69554  0.11
71 H -1.78421 -3.27803 0.25986  0.11
72 O 0.82032 -1.80810 -1.02670  -0.66
73 S 2.02158 -1.88541 -0.13637  0.93
74 C 1.75731 -3.31892 0.93807  -0.26
75 C 1.49568 -4.64076 0.28184  -0.25
76 C 2.24721 -5.74911 0.66251  -0.06
77 C 2.04317 -6.98742 0.07153  -0.10
78 C 1.08459 -7.12852 -0.91844  -0.11
79 C 0.33513 -6.02755 -1.30814  -0.07
80 C 0.53076 -4.79343 -0.71289  -0.04
81 C 3.40190 -2.42737 -1.20346  -0.25
82 C 3.02280 -3.22959 -2.40886  -0.27
83 C 2.32820 -2.60420 -3.43982  -0.02
84 C 1.96345 -3.33079 -4.56282  -0.06
85 C 2.29243 -4.67460 -4.66639  -0.10
86 C 2.99973 -5.29540 -3.64679  -0.11
87 C 3.36341 -4.57256 -2.52193  -0.07
88 H 0.92796 -2.96820 1.55785  0.08
89 H 2.62865 -3.38342 1.59407  0.10
90 H 3.00458 -5.63776 1.43032  0.11
91 H 2.63889 -7.83748 0.38207  0.09
92 H 0.92533 -8.08957 -1.39213  0.09
93 H -0.39865 -6.12222 -2.09846  0.11
94 H -0.01503 -3.92404 -1.05171  0.09
95 H 4.11952 -2.94745 -0.56498  0.10
96 H 3.86007 -1.48700 -1.51547  0.10
97 H 2.07382 -1.55261 -3.36902  0.08
98 H 1.42508 -2.82578 -5.35440  0.10
99 H 1.99992 -5.23748 -5.54541  0.09
100 H 3.25955 -6.34437 -3.71929  0.09
101 H 3.90101 -5.06114 -1.71832  0.11
102 C -3.20558 4.71788 -3.81544  -0.07
103 N -3.26283 3.81492 -2.68567  -0.15
104 C -3.40117 4.40234 -1.35368  -0.07
105 C -2.76058 2.54813 -2.75980  -0.52
106 C -2.36046 2.00187 -4.10696  0.02
107 O -2.57796 1.88991 -1.74493  -0.05
108 H -3.57821 5.68965 -3.49501  0.08
109 H -3.83114 4.37442 -4.64201  0.08
110 H -2.18639 4.85668 -4.19190  0.09
111 H -4.19812 5.14716 -1.37441  0.08
112 H -2.47422 4.86574 -1.00624  0.02
113 H -3.63301 3.62303 -0.63476  0.07
114 H -2.87419 2.45080 -4.95493  0.07
115 H -2.51890 0.92572 -4.09234  0.07
116 H -1.28238 2.14130 -4.23441  0.08
117 F 0.54081 1.44248 -8.09797  -0.02
118 C 0.75613 1.26406 -6.74831  -0.32
119 C 0.22906 0.15573 -6.11999  -0.07
120 C 0.47023 0.00638 -4.75301  -0.23
121 C 1.20719 0.89945 -3.94975  -0.18
122 C 1.69717 1.99214 -4.69124  -0.20
123 C 1.49348 2.19910 -6.05654  -0.07
124 H -0.35802 -0.55825 -6.68695  0.10
125 H 0.01305 -0.87118 -4.29326  0.06
126 H 2.27445 2.76502 -4.17976  0.06
127 H 1.89328 3.06115 -6.57916  0.09

Its highest occupied orbital energy is -1.766 eV. The calculation puts the energy relative to the best compared isomer or geometry (same formula, charge and spin) at 19.0 kcal/mol. The value obtained for the total energy is -4220.14514 Ha. The charge is -2. The value obtained for the LUMO energy is 3.47 eV.

=====

C55H54N4O4PTeW as an isolated structure at a distorted geometry. Source: the OMol25 dataset; level of theory: ωB97M-V/def2-TZVPD.

Last column: Löwdin charge in e.
Element x y z (Å)
1 W 0.21893 0.16503 0.11136  1.92
2 C 2.18173 -3.28175 -1.87948  -0.04
3 C 2.77722 -3.19016 -0.49640  -0.25
4 C 3.86433 -3.99769 -0.18683  -0.01
5 C 4.32050 -4.10826 1.11495  -0.02
6 C 3.72066 -3.36258 2.11640  -0.03
7 C 2.68571 -2.48189 1.83596  -0.24
8 C 2.10451 -1.67378 2.95858  -0.02
9 C 2.22614 -2.38929 0.51422  -0.28
10 N 0.91997 -1.77343 0.20740  -0.07
11 C -0.02362 -2.84255 0.36291  -0.42
12 O 0.21304 -3.90207 0.84674  0.21
13 C -1.34072 -2.48946 -0.14470  -0.17
14 C -2.36343 -3.38340 -0.31384  0.07
15 C -3.58300 -2.90940 -0.77777  0.05
16 C -3.72189 -1.54980 -1.00805  0.07
17 C -2.63667 -0.73458 -0.80245  -0.16
18 N -1.45069 -1.18910 -0.41356  0.05
19 C -2.72220 0.72516 -0.85158  -0.45
20 O -3.74737 1.27669 -1.13341  0.18
21 N -1.53755 1.34506 -0.45488  0.00
22 C -1.79650 2.78932 -0.26639  -0.20
23 C -1.99138 3.64678 -1.36049  -0.23
24 C -2.20459 3.15612 -2.76129  -0.06
25 C -2.14949 5.00956 -1.11998  -0.03
26 C -2.19978 5.51559 0.16896  -0.05
27 C -2.19148 4.63385 1.23596  -0.03
28 C -2.04816 3.26529 1.03098  -0.19
29 C -2.42847 2.34462 2.15933  -0.01
30 H 2.96308 -3.33865 -2.63954  0.11
31 H 1.52311 -2.45069 -2.10770  0.03
32 H 1.59481 -4.20283 -1.95796  0.11
33 H 4.31499 -4.59262 -0.97589  0.13
34 H 5.12797 -4.79215 1.35151  0.13
35 H 4.05728 -3.46099 3.14317  0.13
36 H 2.74114 -1.73764 3.84230  0.11
37 H 1.11444 -2.03288 3.23487  0.06
38 H 2.03474 -0.62915 2.69146  0.05
39 H -2.18956 -4.42459 -0.06869  0.15
40 H -4.41698 -3.58462 -0.92792  0.14
41 H -4.65512 -1.09756 -1.31902  0.15
42 H -1.87520 2.13528 -2.89694  0.01
43 H -1.72080 3.79651 -3.49160  0.08
44 H -3.28008 3.17826 -2.95947  0.11
45 H -2.28808 5.67177 -1.97017  0.13
46 H -2.33041 6.57936 0.33661  0.13
47 H -2.37488 4.99530 2.24478  0.13
48 H -2.03438 2.67078 3.12126  0.09
49 H -2.16698 1.31663 1.97750  0.05
50 H -3.51847 2.35904 2.24969  0.12
51 C 0.51608 3.95538 6.13004  -0.01
52 C 0.37671 2.96371 5.00748  -0.20
53 C -0.31009 1.76735 5.17627  0.08
54 C -0.46860 0.86062 4.13916  -0.07
55 C -1.50589 -0.26354 4.26516  -0.29
56 O -2.65806 0.08784 4.21820  0.16
57 C -1.10142 -1.67770 4.42476  -0.17
58 C -1.94443 -2.67227 3.92092  -0.01
59 C -1.63390 -4.00532 4.12899  -0.05
60 C -0.49579 -4.34927 4.85320  -0.03
61 C 0.33104 -3.36107 5.37218  -0.05
62 C 0.03422 -2.02480 5.15239  -0.06
63 C 0.10032 1.17260 2.91578  -0.23
64 O -0.08266 0.31770 1.85143  -0.20
65 C 0.77000 2.38583 2.66450  -0.06
66 C 0.87536 3.26106 3.74378  0.06
67 C 1.15335 2.83341 1.31226  -0.13
68 N 0.92395 2.09656 0.26021  -0.13
69 C 1.08992 2.56581 -1.13511  -0.27
70 C 1.17788 1.34524 -2.07570  -0.56
71 Te 0.81488 1.68366 -4.21478  1.43
72 C -0.46631 -0.00488 -4.31827  -0.55
73 C 0.07171 -1.27290 -4.10290  -0.16
74 C -0.75932 -2.38859 -4.14674  -0.07
75 C -2.11657 -2.23605 -4.40856  -0.06
76 C -2.64076 -0.97203 -4.65244  -0.05
77 C -1.81637 0.14838 -4.61740  -0.13
78 C 1.79476 4.14724 1.12994  -0.20
79 C 2.98919 4.42946 1.80491  -0.06
80 C 3.59622 5.66211 1.64950  -0.03
81 C 3.00177 6.63570 0.85120  -0.02
82 C 1.80876 6.36389 0.19471  -0.02
83 C 1.21138 5.11860 0.31841  -0.01
84 H 0.15202 3.55018 7.07128  0.09
85 H -0.05544 4.85975 5.90981  0.10
86 H 1.55728 4.25277 6.25924  0.10
87 H -0.76588 1.54236 6.13560  0.16
88 H -2.85554 -2.37454 3.41055  0.12
89 H -2.29498 -4.78262 3.75968  0.12
90 H -0.26137 -5.39306 5.03119  0.12
91 H 1.19592 -3.63378 5.96510  0.12
92 H 0.65939 -1.24761 5.58274  0.13
93 H 1.32407 4.23301 3.59494  0.13
94 H 1.95826 3.19732 -1.24728  0.11
95 H 0.22695 3.15951 -1.38322  0.08
96 H 0.42562 0.54125 -1.88134  -0.01
97 H 2.15404 0.89930 -2.09710  -0.05
98 H 1.14005 -1.39678 -3.96940  0.08
99 H -0.33615 -3.38088 -4.03085  0.11
100 H -2.75896 -3.10838 -4.46911  0.12
101 H -3.68971 -0.85517 -4.90245  0.12
102 H -2.22672 1.12099 -4.85899  0.10
103 H 3.45630 3.67340 2.42964  0.13
104 H 4.52743 5.86994 2.16245  0.13
105 H 3.46912 7.60684 0.74489  0.13
106 H 1.33569 7.12596 -0.41331  0.13
107 H 0.26350 4.92669 -0.17510  0.09
108 C 4.49987 -0.09099 1.12310  -0.19
109 P 3.25937 0.29762 -0.15718  0.95
110 C 3.93079 1.94117 -0.63626  -0.20
111 C 3.78687 -0.69080 -1.61141  -0.20
112 H 5.46335 0.20846 0.71075  0.07
113 H 4.52932 -1.14668 1.35333  0.04
114 H 4.31317 0.47642 2.03797  0.07
115 H 3.57492 2.28581 -1.60252  0.05
116 H 3.75483 2.70460 0.11957  0.04
117 H 5.00530 1.78844 -0.72723  0.08
118 H 4.24938 -0.03396 -2.34741  0.08
119 H 2.95333 -1.21407 -2.07583  0.01
120 H 4.51320 -1.43339 -1.28626  0.08

Its highest occupied orbital energy is -15.515 eV. The calculation puts the energy relative to the best compared isomer or geometry (same formula, charge and spin) at 12.7 kcal/mol. The value obtained for the total energy is -3323.77846 Ha. The charge is +3. The value obtained for the LUMO energy is -10.82 eV.